(1)
Molecular formula: C11H23N2O5P2Sn
Method: DFT, ωB97M-V/def2-TZVPD

Each line ends with the natural charge from an NBO analysis.
Positions of all 44 atoms, in Å:
Sn1 0.03900 -0.15643 1.31167  1.471
P1 -2.37982 0.21513 0.67607  1.110
C1 -2.14599 0.66758 -1.09417  -0.777
C2 -0.81209 1.32798 -1.44667  0.246
N1 0.24737 1.23101 -0.62436  -0.574
C3 1.48035 1.50298 -1.11179  0.226
C4 1.64899 2.20865 -2.30445  -0.198
C5 0.53138 2.47754 -3.09777  -0.053
C6 -0.70225 1.99404 -2.66663  -0.202
C7 2.68826 1.09222 -0.29400  -0.776
P2 2.52025 -0.42984 0.71508  1.155
H1 -1.58839 2.05247 -3.29003  0.268
H2 2.64562 2.52568 -2.60094  0.272
H3 0.63118 2.99016 -4.05459  0.283
H4 3.57555 0.91752 -0.92115  0.309
H5 2.93741 1.89317 0.41905  0.301
H6 -2.27989 -0.19374 -1.72413  0.325
H7 -3.00223 1.34791 -1.28967  0.306
H8 -1.38846 -2.76634 -2.21816  0.463
O1 -1.74177 -2.35470 -3.02615  -0.959
H9 -2.36457 -3.02536 -3.37586  0.501
H10 -0.58710 -3.40877 0.46797  0.474
O2 0.02804 -3.32421 -0.27976  -0.980
H11 0.00589 -4.22958 -0.64089  0.520
C8 2.92734 -1.81054 -0.39737  -0.950
H12 3.93768 -1.65383 -0.80563  0.303
H13 2.88560 -2.75108 0.16870  0.298
H14 2.18587 -1.87245 -1.20606  0.288
C9 3.65632 -0.37670 2.11668  -0.966
H15 3.53261 -1.28423 2.72756  0.306
H16 4.69480 -0.32049 1.75848  0.317
H17 3.43838 0.49745 2.74964  0.294
C10 -3.00459 1.71051 1.50158  -0.963
H18 -4.00952 1.93618 1.13092  0.312
H19 -3.06395 1.64879 2.59707  0.308
H20 -2.36083 2.56999 1.29089  0.292
C11 -3.60342 -1.12220 0.75621  -0.949
H21 -3.88711 -1.35794 1.79093  0.306
H22 -4.50228 -0.82521 0.20337  0.313
H23 -3.19886 -2.03089 0.28978  0.280
O3 0.02446 1.04824 5.14453  -0.162
N2 0.09630 0.62106 4.00830  0.690
O4 0.11129 -0.63538 3.70054  -0.475
O5 0.15319 1.45366 2.94523  -0.557

Its energy relative to the best compared isomer or geometry (same formula, charge and spin) is 0.00 kcal/mol. Its total charge is +3. The value obtained for the orbital gap is 6.90 eV. As for the molecular weight: 443.97 u. The calculation puts the electronic energy at -49375.7600 eV.

=====

(2)
Molecular formula: C44H18Cl3F5N8OTc
Method: DFT, ωB97M-V/def2-TZVPD

Each line ends with the Mulliken charge.
Positions of all 80 atoms, in Å:
Tc1 -0.22902 0.31961 0.78413  -1.012
C1 -6.60624 -1.35272 -0.22233  -0.632
C2 -6.11579 -2.57535 -0.68109  -0.674
C3 -4.76313 -2.88601 -0.59611  -0.113
C4 -3.93016 -1.92544 -0.05724  0.346
C5 -2.47174 -1.93894 0.19009  0.026
N1 -1.78861 -3.01194 -0.02747  -0.744
C6 -0.44575 -2.98231 0.18814  0.306
C7 0.48515 -4.07697 0.00540  0.353
C8 0.26671 -5.42477 -0.24001  -0.094
C9 1.36120 -6.26686 -0.31335  -0.688
C10 2.66684 -5.77473 -0.14706  -0.600
C11 2.90848 -4.44073 0.09324  -0.619
C12 1.80832 -3.57550 0.17123  0.047
C13 1.65488 -2.20525 0.44950  -0.125
N2 2.14644 -1.01002 0.65944  -0.339
C14 3.82912 0.76797 1.22733  -0.091
N3 1.76232 0.87223 2.35765  -0.268
C15 1.79939 1.33285 3.59268  0.289
N4 0.73181 1.79818 4.16997  -0.564
C16 -0.50094 1.75800 3.62393  -0.607
N5 -1.10262 1.17571 2.46888  -0.027
C17 -2.42842 1.54411 2.45507  -0.576
N6 -3.41752 1.05386 1.68752  -0.406
C18 -3.26275 0.01439 0.94453  -0.126
N7 -2.10570 -0.69624 0.70508  0.179
C19 -4.41586 -0.71213 0.38910  -0.015
C20 -5.75967 -0.40004 0.33367  -0.299
C21 -2.70519 2.41172 3.55305  0.582
C22 -3.87916 3.04870 3.95712  -0.307
C23 -3.82726 3.80024 5.11019  -0.661
C24 -2.63884 3.90091 5.86008  -0.632
C25 -1.48585 3.25528 5.47106  -0.231
C26 -1.52902 2.50510 4.29360  0.511
C27 3.26690 1.52106 3.74936  0.381
C28 3.79180 2.05226 4.91803  -0.176
C29 5.13826 2.32105 5.06985  -0.723
C30 6.00292 2.06263 4.01846  -0.543
C31 5.56003 1.54819 2.81446  -1.325
C32 4.21610 1.24358 2.56202  1.130
N8 0.23464 -1.90626 0.51674  0.143
H1 -7.66557 -1.14615 -0.30124  0.421
H2 -6.80384 -3.29462 -1.10567  0.407
H3 -4.36888 -3.83213 -0.94116  0.572
H4 -0.74195 -5.79635 -0.36293  0.543
H5 1.21431 -7.32236 -0.49864  0.404
H6 3.49996 -6.46247 -0.20744  0.404
H7 3.91570 -4.06946 0.22489  0.522
H8 -6.12594 0.54729 0.70502  0.575
H9 -4.78746 2.94885 3.37890  0.567
H10 -4.71338 4.31767 5.45380  0.414
H11 -2.63774 4.49697 6.76354  0.403
H12 -0.57506 3.31430 6.05070  0.538
H13 3.10389 2.26187 5.72878  0.473
H14 5.51085 2.73281 5.99771  0.418
H15 7.05957 2.27021 4.13495  0.400
H16 6.27910 1.37325 2.02330  0.420
Cl1 5.53805 1.46487 -2.35672  -0.242
C33 4.44950 1.65237 -0.97522  1.009
C34 4.62296 0.73702 0.00392  -1.890
C35 1.78846 1.31601 -0.04305  0.242
Cl2 2.23309 0.38814 1.06597  2.129
C36 1.33508 2.58838 -0.27637  0.045
O1 0.26749 2.86024 0.28827  -0.636
C37 2.39366 3.37314 -0.94849  -0.051
Cl3 1.99952 4.99321 -1.39799  -0.192
C38 3.63434 2.88976 -1.21371  -0.732
H17 5.32851 -0.06601 -0.18211  0.495
H18 4.22502 3.58535 -1.80116  0.454
F1 0.97020 -0.63726 -2.04730  -0.462
C39 0.05272 0.32872 -2.24533  0.248
C40 -0.79405 0.70825 -1.21177  1.091
C41 -1.68276 1.72393 -1.53241  0.246
F2 -2.52202 2.21595 -0.61199  -0.413
C42 -1.73472 2.32440 -2.77917  0.137
F3 -2.60026 3.31170 -3.02097  -0.322
C43 -0.86761 1.91247 -3.77418  0.781
F4 -0.90027 2.48536 -4.97577  -0.320
C44 0.03572 0.89900 -3.50486  0.143
F5 0.89292 0.50121 -4.44919  -0.324

Its energy relative to the best compared isomer or geometry (same formula, charge and spin) is 506.60 kcal/mol. The value obtained for the orbital gap (spin up / spin down) is 4.75 / 4.75 eV. As for the molecular weight: 974.03 u. As for the multiplicity: 4. The calculation puts the electronic energy at -113222.0293 eV.

=====

(3)
Molecular formula: C3H6N3O
Method: DFT, ωB97M-V/def2-TZVPD

Each line ends with the natural charge from an NBO analysis.
Positions of all 13 atoms, in Å:
H1 0.11767 -1.91051 -0.44135  0.309
N1 0.74496 -1.77122 0.35026  -0.708
C1 1.27464 -0.60664 0.38210  0.121
C2 0.96663 0.58870 -0.44048  -0.531
C3 -0.09836 1.13374 0.49010  -0.215
N2 -1.34976 0.75887 0.54775  -0.217
N3 -1.84247 -0.15694 -0.19876  -0.016
O1 -3.11849 -0.37998 -0.31755  -0.717
H2 1.95832 -0.43213 1.21162  0.147
H3 0.56929 0.34758 -1.43176  0.186
H4 1.80984 1.27771 -0.53231  0.203
H5 0.22777 1.77027 1.29952  0.164
H6 -1.26003 -0.61944 -0.91916  0.275

Its energy relative to the best compared isomer or geometry (same formula, charge and spin) is 4.07 kcal/mol. Its total charge is -1. The value obtained for the orbital gap (spin up / spin down) is 5.77 / 5.78 eV. As for the molecular weight: 100.10 u. As for the SMILES: [H]/N=C\C/C=N\N[O-]. The calculation puts the electronic energy at -9722.8406 eV.